Entry 1:
{
  "formula": "C10H12BF2N2O10",
  "method": "ωB97M-V with the def2-TZVPD basis set",
  "charge": -1,
  "lumo_ev": 2.25,
  "orbital_gap_ha": 0.2331,
  "symbols": ["C", "B", "O", "N", "C", "C", "O", "O", "O", "C", "N", "H", "H", "H", "H", "H", "H", "C", "C", "O", "C", "O", "O", "F", "H", "H", "H", "C", "C", "O", "C", "O", "O", "F", "H", "H", "H"],
  "coordinates": [[-0.538414, 0.309322, 0.134258], [-0.081272, -0.049091, -1.380781], [-1.144529, -0.317246, -2.346925], [1.322531, -0.092423, -1.911355], [2.255859, 0.813154, -1.179454], [3.651589, 1.089205, -1.968503], [4.336199, 0.168672, -2.537553], [4.165486, 2.397405, -2.043484], [1.815401, -1.368830, -2.061459], [1.441835, -2.232186, -0.996129], [1.380636, -2.957016, -0.022135], [-1.586955, 0.786566, 0.131128], [-0.606854, -0.666875, 0.760802], [0.201884, 0.977310, 0.695924], [-1.995024, -0.112720, -1.901488], [1.740117, 1.850888, -1.134915], [2.414065, 0.492795, -0.089257], [1.284291, 5.055965, 1.294335], [0.051065, 5.625790, 1.919585], [-0.980939, 4.815602, 1.395966], [-0.403851, 3.602455, 1.160644], [-1.014873, 2.588880, 0.970381], [0.955655, 3.680106, 1.174608], [-0.155541, 6.902375, 1.514146], [1.484062, 5.469275, 0.301676], [2.169619, 5.195305, 1.916486], [0.037396, 5.577618, 3.012584], [-1.277873, -4.745172, 0.159719], [-2.521755, -4.193194, 0.777387], [-3.541715, -5.007201, 0.233965], [-2.952939, -6.212777, -0.007559], [-3.557170, -7.227052, -0.213584], [-1.593772, -6.124948, 0.021586], [-2.735256, -2.915157, 0.383396], [-1.071274, -4.319480, -0.825842], [-0.400996, -4.604377, 0.792252], [-2.546688, -4.252943, 1.869593]],
  "forces_ev_per_angstrom": [[0.154, -0.900, 0.299], [-1.986, 0.032, -1.088], [1.464, 0.606, 2.149], [-1.096, 2.693, 1.375], [0.622, 1.258, -0.040], [4.530, 3.028, -2.080], [-2.946, 1.163, 1.969], [-3.530, -4.784, 1.330], [-0.738, -4.347, 2.273], [1.801, -1.134, 2.442], [-0.177, 3.555, -5.052], [1.775, -0.944, 0.099], [0.101, 1.306, -1.169], [-1.227, -1.310, -1.037], [0.772, -0.406, -0.399], [0.702, -1.792, -0.157], [0.099, 0.216, -1.425], [1.058, 0.118, -0.075], [-0.288, 0.514, -0.254], [0.497, -0.293, 0.350], [-0.583, -1.466, -0.472], [0.291, 2.681, 0.714], [-0.855, -0.014, 0.150], [-0.108, 0.192, 0.159], [-0.173, 0.087, 0.102], [-0.075, -0.246, -0.074], [-0.086, 0.178, -0.063], [1.097, 0.174, 0.075], [-0.185, 0.643, -0.257], [0.420, -0.474, 0.304], [-0.413, -1.448, -0.479], [0.498, 0.934, 0.147], [-0.973, -0.094, 0.100], [-0.141, 0.131, 0.163], [-0.153, 0.138, 0.154], [-0.060, -0.168, -0.170], [-0.088, 0.172, -0.065]]
}


Entry 2:
{
  "formula": "C8H8BrNOS",
  "method": "ωB97M-V with the def2-TZVPD basis set",
  "spin_multiplicity": 3,
  "lumo_ev": [0.67, -2.64],
  "orbital_gap_ha": [0.2177, 0.2274],
  "symbols": ["C", "C", "C", "C", "C", "C", "C", "C", "N", "O", "S", "Br", "H", "H", "H", "H", "H", "H", "H", "H"],
  "coordinates": [[0.856654, 2.589656, -1.386171], [0.492635, 1.597992, -0.523956], [-0.185512, 0.567978, -1.148766], [-0.555037, 0.777630, -2.439416], [-0.587897, -1.777761, -0.119107], [0.645952, 1.519874, 0.956195], [0.005186, 0.067081, 1.313732], [-0.309071, -2.631029, 1.143396], [-0.660767, -0.424468, 0.126046], [-0.779507, -2.291415, -1.190290], [0.219469, 2.196502, -2.959356], [-1.534121, -0.402812, -3.532589], [1.443939, 3.439535, -1.406784], [1.666919, 1.554679, 1.343558], [-0.030193, 2.287836, 1.563360], [0.780418, -0.690708, 1.578418], [-0.611539, -0.021814, 2.284376], [-1.054595, -2.155035, 1.947754], [0.751021, -2.545086, 1.368866], [-0.553956, -3.658633, 1.080736]],
  "forces_ev_per_angstrom": [[-0.613, 0.693, -2.445], [-0.964, -3.382, 1.975], [0.903, -1.466, 9.157], [-2.434, -1.704, -2.937], [-0.189, -1.298, 0.782], [-2.618, -0.897, 2.111], [1.343, 0.179, 1.450], [-1.978, 2.459, 1.104], [0.630, 1.867, -3.554], [0.059, 0.073, -0.618], [0.353, 1.870, -3.066], [0.783, 1.007, 0.408], [1.205, 1.348, 0.735], [-0.109, 0.272, -0.184], [1.575, -1.139, -1.520], [0.098, 1.187, -0.332], [0.302, 0.900, -1.720], [2.116, -1.163, -1.175], [-0.100, 0.068, 0.537], [-0.360, -0.874, -0.706]]
}